Entry from OMol25: the molecule C4H7PS at a distorted geometry (wB97M-V/def2-TZVPD).

HOMO-LUMO gap (alpha / beta) = 7.39 / 7.56 eV
Energy relative to the best compared isomer or geometry (same formula, charge and spin) = 57.95 kcal per mole
HOMO (alpha / beta) = -0.284 / -0.285 Ha
Net charge = 0

Last column: Löwdin charge in e.
Element x y z (Å)
S: 1.49204 1.37530 0.79815  0.884
P: -1.27043 1.06015 -0.10417  0.803
C: -0.10858 1.39766 1.39180  -0.669
C: -1.11477 -0.73996 -0.41379  -0.482
C: 0.31843 -1.07083 -0.23354  -0.355
C: 1.39718 -0.02075 -0.16765  -0.474
H: -0.20712 1.39427 -0.99524  -0.076
H: -0.24977 2.32839 1.89205  -0.048
H: 2.12270 -0.06408 -0.91514  0.024
H: -1.74170 -1.40100 0.30451  0.106
H: -1.59597 -0.95522 -1.41073  0.081
H: 0.57501 -1.85627 -0.91743  0.103
H: 0.38297 -1.44766 0.77119  0.104


Entry from OMol25: a structure of composition C29H32CoN4O4S2Te (wB97M-V/def2-TZVPD).

Multiplicity = 2
HOMO-LUMO gap (alpha / beta) = 6.01 / 5.99 eV
Energy relative to the best compared isomer or geometry (same formula, charge and spin) = 13.43 kcal per mole
HOMO (alpha / beta) = -0.226 / -0.225 Ha
Net charge = 0

Last column: Löwdin charge in e.
Element x y z (Å)
Te: 2.05795 0.31827 -3.37352  0.879
Co: 0.90686 0.26186 -1.02735  0.214
S: -1.11267 1.65148 1.51578  1.008
S: -2.10472 -1.04446 -1.36515  0.988
O: -2.03156 2.70151 -2.09911  0.005
O: -1.96850 0.46128 1.21732  -0.525
O: -0.19869 1.74773 -1.27629  -0.261
O: -0.58887 -1.15489 -1.38748  -0.575
N: 3.92740 -1.82236 0.59922  0.130
N: 3.92272 1.29911 1.56650  0.122
N: 2.21575 1.37942 0.18241  0.072
N: 2.02394 -1.20866 -0.29918  0.041
C: -1.54731 -2.82673 0.69727  -0.125
C: 2.22597 -2.53137 -0.59242  -0.085
C: 3.86058 -2.17373 -3.55513  -0.181
C: -1.11007 1.76566 3.30896  -0.359
C: -1.09144 1.93642 -2.20410  -0.545
C: -4.25218 4.11808 1.02429  -0.067
C: 1.55772 -2.66277 -3.95287  -0.183
C: -1.93315 0.93571 4.04858  -0.069
C: -2.01156 -3.44541 -2.79182  -0.128
C: -2.69163 -2.13371 -0.02136  -0.370
C: 3.18317 -4.44131 -3.99733  -0.113
C: -0.23717 2.74992 5.30948  -0.083
C: -1.48551 4.26999 0.80204  -0.081
C: 4.17972 -3.51428 -3.72290  -0.113
C: -3.64336 5.31143 0.65535  -0.076
C: -3.48147 3.00032 1.29478  -0.059
C: 3.11392 0.60105 0.73966  -0.246
C: 3.05731 -0.80993 0.40882  -0.242
C: 3.50445 2.61442 1.51599  -0.062
C: 1.87031 -4.00632 -4.11724  -0.108
C: -2.60894 -2.04836 -2.76885  -0.378
C: -0.25288 2.66499 3.92629  -0.085
C: -2.26383 5.38881 0.54338  -0.069
C: 2.54356 -1.72177 -3.65619  -0.674
C: -1.90838 1.02329 5.43442  -0.076
C: -1.06733 1.92917 6.06389  -0.088
C: -2.10438 3.09786 1.18935  -0.370
C: 3.40083 -2.93227 -0.03469  -0.048
C: 2.44999 2.64220 0.65426  -0.087
H: -5.33058 4.05703 1.08922  0.104
H: -0.94318 -3.40237 -2.58751  0.049
H: 3.99812 3.38936 2.07279  0.113
H: -1.05509 1.99586 7.14377  0.101
H: -2.48473 -4.10047 -2.05966  0.070
H: 0.42331 3.45307 5.79999  0.103
H: -3.70124 -2.05457 -2.74564  0.093
H: -3.23123 -1.47543 0.65368  0.065
H: 0.39416 3.29703 3.32820  0.103
H: -3.93181 2.05038 1.55092  0.112
H: 0.53085 -2.33238 -4.04988  0.075
H: -1.79458 6.30963 0.22363  0.106
H: 5.21134 -3.83663 -3.64298  0.095
H: -2.57003 0.23053 3.53111  0.105
H: 1.08483 -4.71720 -4.34539  0.096
H: -4.25080 6.17969 0.43576  0.103
H: 4.64507 -1.45791 -3.33983  0.080
H: -3.38899 -2.84918 -0.45800  0.079
H: -1.03283 -3.53530 0.04937  0.065
H: 1.86416 3.48011 0.32238  0.110
H: 4.66452 0.93931 2.13951  0.158
H: -0.82073 -2.09511 1.04396  0.062
H: 3.42829 -5.48684 -4.13362  0.093
H: -0.92600 1.34469 -3.12563  0.087
H: 3.90669 -3.87972 -0.03755  0.118
H: -2.54924 0.38072 6.02428  0.104
H: -2.14537 -3.89251 -3.77730  0.081
H: -0.41338 4.30126 0.66372  0.098
H: 1.52375 -3.08641 -1.18863  0.113
H: 4.82803 -1.77026 1.03999  0.159
H: -1.94019 -3.36542 1.56075  0.080
H: -2.29969 -1.46259 -3.63649  0.092


Entry from OMol25: a structure of composition C18H21ClF5N5NiO3SSe (wB97M-V/def2-TZVPD).

Multiplicity = 3
HOMO-LUMO gap (alpha / beta) = 7.72 / 7.68 eV
Energy relative to the best compared isomer or geometry (same formula, charge and spin) = 16.47 kcal per mole
HOMO (alpha / beta) = -0.277 / -0.283 Ha
Net charge = 0

Last column: Löwdin charge in e.
Element x y z (Å)
Se: 2.46716 1.34621 1.87360  0.833
Ni: 0.76627 0.65429 0.39682  0.263
Cl: -1.40036 -2.88963 3.13720  0.555
S: 0.35800 0.94133 -1.88292  0.755
F: 7.64765 0.63770 1.68355  0.117
F: 5.11343 -3.00239 3.24139  0.116
F: 2.85176 -1.57483 2.91415  0.070
F: 7.52112 -1.88871 2.65553  0.124
F: 5.38363 2.05195 1.29199  0.072
O: 0.00460 2.55241 1.27338  -0.100
O: 1.08620 -1.31143 0.61176  -0.154
O: -0.80077 -2.45548 0.21665  -0.032
N: 0.67300 -1.41401 -3.05119  -0.173
N: -2.06509 2.92000 2.11240  -0.038
N: -3.15466 -0.59549 0.42273  0.207
N: 2.60909 -0.53142 -2.16122  -0.197
N: -1.50824 0.92827 0.94486  0.169
C: -2.78804 0.54524 0.98770  -0.344
C: 3.14614 -1.73981 -1.52953  -0.053
C: 3.37798 0.66148 -1.81335  -0.085
C: 1.42914 -2.41211 -3.78685  -0.041
C: 4.01712 -1.01421 2.58224  -0.249
C: 5.17166 -1.75269 2.77036  -0.145
C: -0.77944 -1.47533 -3.18328  -0.070
C: -3.36121 2.53477 2.17230  -0.035
C: 4.03956 0.28194 2.07531  -0.469
C: 5.29376 0.81362 1.78294  -0.264
C: -1.14792 2.13226 1.43131  -0.501
C: 1.26001 -0.43735 -2.35812  -0.693
C: 0.17178 -2.46192 2.42945  -0.505
C: 6.40031 -1.19380 2.46697  -0.144
C: 0.09545 -2.03018 0.95322  -0.708
C: -1.56136 4.12203 2.76462  0.006
C: -3.77389 1.38571 1.60336  0.006
C: 6.46078 0.09863 1.97371  -0.148
H: -4.03531 3.20601 2.68597  0.135
H: 3.18205 0.99611 -0.79191  0.017
H: 0.80677 -3.34277 2.49592  0.082
H: -1.23253 -1.56861 -2.20044  0.066
H: 3.34853 -1.53337 -0.47517  0.084
H: -4.08411 -0.93416 0.59575  0.118
H: 0.60592 -1.65879 3.01742  0.057
H: 1.00959 -2.49555 -4.78997  0.095
H: 2.42704 -2.55191 -1.56741  0.081
H: 4.07233 -2.03974 -2.02301  0.097
H: -2.39660 4.72515 3.11051  0.092
H: -0.94795 4.68713 2.06778  0.099
H: -1.03565 -2.35007 -3.77694  0.090
H: -1.16316 -0.58200 -3.67398  0.073
H: -0.92684 3.84687 3.60720  0.107
H: 3.13698 1.47311 -2.49388  0.081
H: 4.43489 0.41306 -1.90887  0.096
H: -4.80919 1.08340 1.62828  0.111
H: 2.46861 -2.10811 -3.87045  0.087
H: 1.37439 -3.39256 -3.30892  0.101
H: -2.42925 -1.27671 0.16892  0.086


Entry from OMol25: a cluster of 2 separate species, C2H5NO4 in total at a distorted geometry (wB97M-V/def2-TZVPD).

SMILES = O=CNC(=O)O.O
HOMO-LUMO gap = 11.73 eV
Energy relative to the best compared isomer or geometry (same formula, charge and spin) = 31.05 kcal per mole
HOMO = -0.410 Ha
Net charge = 0

Last column: Löwdin charge in e.
Element x y z (Å)
O: -1.98898 -2.75857 0.42339  0.049
O: 3.89819 3.74589 -3.62872  -0.066
O: -0.06655 -1.00366 -0.05021  0.128
O: -0.27811 0.84047 1.34287  0.162
N: -1.17629 -1.18890 1.92781  0.127
C: -1.96064 -2.23687 1.50877  -0.317
C: -0.36708 -0.29260 1.04307  -0.519
H: -1.53574 -0.75688 2.76757  0.136
H: -2.48956 -2.68765 2.39636  0.150
H: 3.42307 4.45926 -3.19237  0.028
H: 3.28778 3.58896 -4.36655  0.037
H: -0.74610 -1.70945 -0.17199  0.083


Entry from OMol25: the molecule H2O2 at a distorted geometry (wB97M-V/def2-TZVPD).

SMILES = OO
HOMO-LUMO gap = 12.14 eV
Energy relative to the best compared isomer or geometry (same formula, charge and spin) = 0.15 kcal per mole
HOMO = -0.407 Ha
Net charge = 0

Last column: Löwdin charge in e.
Element x y z (Å)
O: 0.17537 -0.48411 0.56958  -0.112
O: 0.18944 -0.02876 -0.75542  -0.109
H: 0.41114 0.34370 1.07216  0.112
H: -0.77595 0.16917 -0.88632  0.110


Entry from OMol25: a cluster of 2 separate species, C5H11N in total (wB97M-V/def2-TZVPD).

HOMO-LUMO gap (alpha / beta) = 8.10 / 8.10 eV
Energy relative to the best compared isomer or geometry (same formula, charge and spin) = 88.48 kcal per mole
HOMO (alpha / beta) = -0.262 / -0.262 Ha
Net charge = 0

Last column: Löwdin charge in e.
Element x y z (Å)
N: -0.07083 -1.00538 -0.15761  -0.167
C: -1.11374 -1.15139 -0.91542  0.025
C: 2.03333 0.30745 -0.61387  -0.064
C: 0.83012 -1.79556 0.66481  -0.050
C: 1.03289 -0.38782 0.24407  -0.270
C: -1.62408 1.94310 0.78627  -0.054
H: -1.75124 -2.01317 -0.76768  0.061
H: 0.50915 -2.02264 1.68278  0.095
H: 2.38388 -0.32985 -1.44454  0.077
H: -1.81979 2.15649 -0.26849  0.016
H: -2.45712 1.36091 1.19021  0.019
H: 1.26747 -2.64539 0.12236  0.104
H: -1.36327 -0.36676 -1.61971  0.062
H: 2.90384 0.60936 -0.02442  0.069
H: 1.59692 1.21497 -1.04549  0.071
H: -0.69264 1.37597 0.88549  -0.010
H: -1.53775 2.88460 1.33573  0.016


Number 1: E_tot -896.0179 Ha. Number 2: E_tot -4091.4179 Ha. Number 3: E_tot -6465.5286 Ha. Number 4: E_tot -434.9446 Ha. Number 5: E_tot -151.5686 Ha. Number 6: E_tot -251.7215 Ha.